Density functional theory data (the ωB97M-V functional and the def2-TZVPD basis) for a cluster of 2 separate species, C13H16NP in total at a distorted geometry.

The total energy is -900.91449 hartree. Its total charge is 0. Its energy relative to the best compared isomer or geometry (same formula, charge and spin) is 222.6 kJ/mol. As for the spin multiplicity: 1. As for the HOMO energy (alpha / beta): -7.80 / -7.58 eV.

XYZ file:
```
31
Properties=species:S:1:pos:R:3:forces:R:3
P -1.035 2.405 -0.722 -0.277 -0.836 0.872
N 1.855 2.194 -1.135 -3.365 0.557 -0.271
C -2.703 -1.221 -3.102 1.813 0.396 -0.452
C -1.660 0.859 -1.526 2.919 0.996 0.164
C 0.671 2.302 -1.065 3.493 -0.592 -0.432
C -1.314 -0.923 -3.135 -0.793 -1.887 -0.386
C 2.416 0.415 2.523 1.270 0.306 2.668
C -0.812 -0.044 -2.202 -0.223 1.028 -1.340
C -3.451 -0.471 -2.217 -3.963 -0.836 -0.857
C 1.077 -1.543 1.692 -1.131 -1.654 0.222
C 2.489 -0.991 1.951 -2.337 -0.190 0.340
C 0.109 -0.581 0.869 2.242 1.342 3.727
C 1.527 1.410 1.698 -0.151 -2.232 0.193
C 0.202 0.798 1.614 0.504 -2.543 -4.390
C -2.983 0.670 -1.584 -3.095 -0.377 1.399
H -3.762 1.287 -1.032 1.341 -0.588 -0.756
H -2.985 -1.956 -3.877 -0.722 0.393 1.039
H -0.641 1.034 2.164 -1.293 0.784 1.306
H 0.730 -1.762 2.739 -0.440 0.242 -0.978
H -0.873 -0.933 0.855 -1.620 -0.682 0.101
H 1.922 1.502 0.680 0.203 0.133 0.281
H -0.746 -1.558 -3.888 -0.143 1.255 1.307
H 3.002 -1.722 2.568 0.232 0.278 0.321
H 2.996 -0.916 1.058 1.370 0.035 -2.212
H -4.594 -0.680 -2.106 2.176 0.330 -0.367
H 0.498 -0.654 -0.103 0.565 0.704 -1.487
H 2.017 0.382 3.613 0.502 0.011 -1.671
H 0.204 0.239 -2.257 1.152 -0.120 0.154
H 3.523 0.688 2.652 -1.622 0.452 -0.343
H 1.317 2.332 2.139 0.780 1.763 0.907
H 1.007 -2.561 1.136 0.613 1.531 0.942
```
Forces are in eV/Å.